Entry 1:
{
  "formula": "C37H36MgN2O4Si",
  "method": "the ωB97M-V functional and the def2-TZVPD basis",
  "elements": ["Mg", "O", "C", "O", "C", "C", "N", "N", "C", "C", "O", "O", "H", "H", "H", "C", "C", "C", "C", "C", "C", "C", "C", "C", "C", "C", "C", "C", "C", "H", "H", "H", "H", "H", "H", "H", "H", "H", "H", "H", "C", "Si", "C", "C", "C", "H", "H", "H", "H", "H", "H", "H", "H", "H", "H", "H", "C", "C", "C", "C", "C", "C", "C", "C", "C", "C", "C", "C", "C", "C", "H", "H", "H", "H", "H", "H", "H", "H", "H", "H", "H"],
  "xyz": [[1.264, -0.295, -0.497], [2.797, -0.646, 6.332], [3.104, -1.009, 5.036], [4.119, -1.604, 4.844], [2.091, -0.624, 4.044], [0.737, -0.442, 4.289], [0.166, -0.152, 3.110], [1.051, -0.127, 2.124], [2.224, -0.409, 2.638], [3.392, -0.308, 1.652], [4.492, -0.006, 2.100], [3.035, -0.511, 0.451], [1.985, -0.130, 6.339], [0.147, -0.545, 5.186], [-0.797, 0.049, 2.885], [-2.818, -5.407, 2.667], [-3.150, -4.857, 1.434], [-2.278, -4.001, 0.781], [-1.035, -3.665, 1.337], [-0.724, -4.227, 2.585], [-1.595, -5.083, 3.239], [-0.077, -2.731, 0.723], [-0.083, -2.140, -0.486], [-0.937, -2.459, -1.604], [-0.843, -3.719, -2.234], [-1.556, -4.017, -3.381], [-2.402, -3.079, -3.960], [-2.498, -1.824, -3.369], [-1.772, -1.512, -2.234], [-3.507, -6.069, 3.178], [-4.104, -5.097, 0.977], [-2.556, -3.577, -0.174], [0.228, -3.978, 3.042], [-1.319, -5.499, 4.202], [0.743, -2.484, 1.401], [-0.189, -4.466, -1.799], [-1.451, -4.996, -3.839], [-2.962, -3.313, -4.858], [-3.131, -1.066, -3.818], [-1.832, -0.513, -1.826], [4.527, 1.393, -2.441], [2.934, 0.969, -3.391], [3.548, 0.499, -5.160], [1.987, 2.599, -3.664], [1.936, -0.349, -2.603], [4.879, 2.411, -2.630], [5.337, 0.705, -2.699], [4.351, 1.292, -1.366], [4.123, 1.296, -5.649], [2.692, 0.265, -5.800], [4.179, -0.394, -5.122], [2.674, 3.443, -3.776], [1.347, 2.803, -2.805], [1.354, 2.555, -4.554], [2.536, -1.271, -2.558], [1.052, -0.576, -3.214], [-4.830, 3.421, 1.547], [-4.997, 2.163, 0.983], [-3.896, 1.366, 0.713], [-2.587, 1.804, 0.968], [-2.446, 3.051, 1.596], [-3.548, 3.847, 1.868], [-1.464, 0.953, 0.515], [-0.249, 1.324, 0.060], [0.223, 2.696, 0.017], [-0.249, 3.612, -0.941], [0.243, 4.903, -1.009], [1.219, 5.339, -0.123], [1.708, 4.448, 0.826], [1.231, 3.151, 0.889], [-5.686, 4.057, 1.739], [-5.993, 1.807, 0.745], [-4.039, 0.387, 0.267], [-1.463, 3.399, 1.876], [-3.401, 4.814, 2.335], [-1.730, -0.104, 0.456], [-1.031, 3.289, -1.618], [-0.140, 5.587, -1.759], [1.596, 6.354, -0.174], [2.479, 4.767, 1.518], [1.631, 2.464, 1.624]],
  "total_charge": -2,
  "e_homo_ev": -1.573,
  "gap_ha": 0.20813,
  "e_tot_ha": -2331.6793,
  "de_lowest_kcal_mol": 10.3,
  "lumo_energy_ha": 0.15033
}

=====

Entry 2:
{
  "formula": "C3H10Si2",
  "method": "the ωB97M-V functional and the def2-TZVPD basis",
  "elements": ["C", "Si", "C", "Si", "C", "H", "H", "H", "H", "H", "H", "H", "H", "H", "H"],
  "xyz": [[-2.202, -0.970, 0.093], [-1.203, 0.632, 0.408], [-0.075, 1.227, -0.995], [1.181, 0.737, 0.441], [2.344, -0.885, 0.327], [-2.446, -1.651, 0.883], [-3.203, -0.603, -0.267], [-1.696, -1.502, -0.790], [-1.905, 1.917, 0.739], [0.198, 0.707, -1.940], [0.021, 2.283, -1.443], [1.731, 1.898, 1.204], [3.050, -1.127, -0.465], [2.667, -1.132, 1.409], [1.539, -1.532, 0.396]],
  "smiles": "C[Si@@H]1C[Si@@H]1C",
  "total_charge": 0,
  "e_homo_ev": -8.006,
  "gap_ha": 0.32597,
  "e_tot_ha": -699.1956,
  "de_lowest_kcal_mol": 14.4,
  "lumo_energy_ha": 0.03177
}

=====

Entry 3:
{
  "formula": "C6H10O",
  "method": "the ωB97M-V functional and the def2-TZVPD basis",
  "elements": ["C", "C", "C", "C", "C", "C", "O", "H", "H", "H", "H", "H", "H", "H", "H", "H", "H"],
  "xyz": [[2.341, -0.084, 0.110], [0.885, 0.123, 0.485], [0.181, 1.297, -0.080], [-1.226, 1.258, -0.206], [-1.900, 0.056, -0.074], [-1.246, -1.121, 0.335], [-1.589, -2.276, -0.292], [2.482, -0.222, -0.969], [2.956, 0.769, 0.427], [2.736, -0.986, 0.590], [0.709, -0.066, 1.545], [0.412, 0.270, -0.787], [0.687, 2.265, -0.095], [-1.751, 2.124, -0.602], [-2.877, -0.063, -0.549], [-0.855, -1.327, 1.317], [-1.942, -2.017, -1.155]],
  "total_charge": 0,
  "e_homo_ev": -7.496,
  "gap_ha": 0.30456,
  "e_tot_ha": -309.6682,
  "de_lowest_kcal_mol": 109.3,
  "lumo_energy_ha": 0.02909
}

=====

Entry 4:
{
  "formula": "C38H23BrF4N4O2PPdSe",
  "method": "the ωB97M-V functional and the def2-TZVPD basis",
  "elements": ["Pd", "F", "C", "C", "F", "C", "F", "C", "P", "C", "C", "C", "C", "C", "C", "C", "C", "C", "C", "C", "C", "C", "Br", "C", "F", "H", "H", "H", "H", "H", "H", "H", "H", "H", "H", "Se", "N", "C", "C", "C", "C", "C", "N", "C", "C", "N", "C", "C", "C", "C", "C", "N", "H", "H", "H", "H", "H", "H", "C", "C", "O", "C", "C", "C", "C", "C", "C", "O", "H", "H", "H", "H", "H", "H", "H"],
  "xyz": [[0.562, -0.070, -0.043], [-1.413, -3.523, -5.941], [-1.455, -2.939, -4.765], [-2.619, -2.326, -4.334], [-3.690, -2.337, -5.098], [-2.650, -1.712, -3.092], [-3.796, -1.165, -2.702], [-1.536, -1.684, -2.262], [-1.586, -1.060, -0.554], [-2.776, 0.281, -0.408], [-2.605, 1.397, -1.228], [-3.447, 2.487, -1.105], [-4.453, 2.477, -0.145], [-4.614, 1.379, 0.685], [-3.776, 0.278, 0.560], [-2.137, -2.500, 0.373], [-1.233, -3.218, 1.155], [-1.641, -4.386, 1.783], [-2.946, -4.833, 1.634], [-3.846, -4.121, 0.849], [-3.446, -2.959, 0.211], [-0.379, -2.316, -2.721], [1.185, -2.425, -1.644], [-0.330, -2.936, -3.952], [0.777, -3.527, -4.376], [-1.821, 1.399, -1.979], [-3.332, 3.342, -1.759], [-5.112, 3.329, -0.046], [-5.407, 1.371, 1.421], [-3.909, -0.579, 1.208], [-0.218, -2.866, 1.274], [-0.941, -4.951, 2.385], [-3.265, -5.743, 2.125], [-4.860, -4.477, 0.727], [-4.151, -2.421, -0.412], [7.798, 1.796, -2.377], [7.184, 1.138, -0.851], [5.893, 1.024, -0.993], [5.006, 0.506, 0.019], [5.473, 0.052, 1.258], [4.564, -0.451, 2.164], [3.224, -0.486, 1.801], [2.775, -0.049, 0.620], [3.636, 0.444, -0.264], [3.083, 0.921, -1.565], [1.764, 0.862, -1.747], [1.245, 1.286, -2.905], [2.010, 1.790, -3.948], [3.375, 1.852, -3.782], [3.925, 1.413, -2.573], [5.343, 1.467, -2.320], [6.225, 1.903, -3.177], [6.532, 0.097, 1.480], [4.877, -0.823, 3.130], [2.479, -0.891, 2.474], [0.171, 1.208, -3.002], [1.536, 2.124, -4.860], [4.025, 2.229, -4.563], [-1.084, -0.457, 4.277], [-0.461, 0.209, 3.086], [-0.221, -0.476, 2.095], [-0.186, 1.669, 3.130], [-0.223, 2.332, 4.328], [-0.052, 3.730, 4.416], [0.128, 4.502, 3.261], [0.187, 3.887, 2.044], [0.071, 2.446, 1.919], [0.184, 1.958, 0.772], [-1.401, -1.457, 3.996], [-1.934, 0.112, 4.654], [-0.354, -0.541, 5.088], [-0.398, 1.780, 5.242], [-0.081, 4.208, 5.386], [0.215, 5.578, 3.336], [0.332, 4.439, 1.125]],
  "total_charge": 3,
  "e_homo_ev": [-15.510, -15.977],
  "gap_ha": [0.22141, 0.12775],
  "e_tot_ha": -7674.5216,
  "de_lowest_kcal_mol": 0.0,
  "s2": 6.076,
  "lumo_energy_ha": [-0.34859, -0.45938],
  "spin_multiplicity": 5
}

=====

Entry 5:
{
  "formula": "C29H28Cl2I2N6O2Ru",
  "method": "the ωB97M-V functional and the def2-TZVPD basis",
  "elements": ["Ru", "I", "C", "C", "C", "I", "C", "O", "C", "C", "N", "C", "C", "C", "C", "C", "C", "N", "C", "H", "H", "H", "H", "H", "H", "H", "H", "H", "H", "H", "Cl", "C", "C", "C", "Cl", "C", "C", "C", "C", "N", "C", "C", "O", "H", "H", "H", "H", "C", "C", "N", "C", "N", "C", "C", "C", "N", "C", "H", "H", "H", "H", "H", "H", "H", "H", "H", "H", "H", "H", "H"],
  "xyz": [[0.225, -0.444, -0.493], [-5.475, -5.174, 0.295], [-3.989, -3.733, 0.526], [-3.204, -3.723, 1.668], [-2.213, -2.765, 1.803], [-1.013, -2.755, 3.506], [-1.984, -1.799, 0.818], [-1.022, -0.891, 1.010], [-2.789, -1.826, -0.332], [-2.555, -0.838, -1.445], [-1.167, -0.995, -1.933], [-0.830, -0.343, -3.205], [0.667, -0.386, -3.375], [1.285, -0.500, -4.605], [2.671, -0.537, -4.664], [3.398, -0.471, -3.487], [2.714, -0.364, -2.291], [1.381, -0.309, -2.236], [-3.777, -2.792, -0.468], [-3.354, -4.459, 2.445], [-2.658, 0.196, -1.105], [-3.272, -1.013, -2.251], [-0.979, -1.998, -2.006], [-1.165, 0.695, -3.140], [-1.334, -0.808, -4.055], [0.685, -0.573, -5.502], [3.173, -0.631, -5.617], [4.478, -0.508, -3.487], [3.230, -0.318, -1.341], [-4.387, -2.804, -1.363], [1.064, -5.285, -0.129], [1.746, -4.018, 0.817], [2.547, -4.341, 1.930], [3.084, -3.362, 2.712], [4.060, -3.789, 4.076], [2.845, -1.995, 2.421], [3.349, -0.906, 3.163], [3.026, 0.373, 2.797], [2.187, 0.580, 1.692], [1.713, -0.414, 0.976], [2.031, -1.700, 1.314], [1.471, -2.711, 0.488], [0.735, -2.350, -0.557], [2.727, -5.382, 2.161], [3.984, -1.096, 4.017], [3.395, 1.224, 3.352], [1.878, 1.574, 1.390], [-1.712, 3.752, 2.773], [-2.129, 2.314, 2.579], [-1.352, 1.720, 1.504], [-0.777, 2.376, 0.480], [-0.097, 1.684, -0.438], [0.523, 2.452, -1.525], [0.862, 3.876, -1.145], [-0.388, 4.537, -0.631], [-0.928, 3.730, 0.451], [-1.767, 4.430, 1.422], [-0.697, 3.803, 3.172], [-2.379, 4.255, 3.472], [-3.198, 2.267, 2.346], [-1.966, 1.721, 3.478], [-1.276, 0.707, 1.485], [-0.132, 2.470, -2.406], [1.440, 1.953, -1.825], [1.260, 4.409, -2.008], [1.626, 3.884, -0.362], [-1.124, 4.656, -1.435], [-0.178, 5.530, -0.232], [-2.801, 4.482, 1.064], [-1.395, 5.452, 1.491]],
  "total_charge": 1,
  "e_homo_ev": [-10.101, -10.192],
  "gap_ha": [0.27377, 0.23908],
  "e_tot_ha": -3211.5207,
  "de_lowest_kcal_mol": 0.0,
  "s2": 0.756,
  "lumo_energy_ha": [-0.09743, -0.13545],
  "spin_multiplicity": 2
}

=====

Entry 6:
{
  "formula": "C2H2OS2",
  "method": "the ωB97M-V functional and the def2-TZVPD basis",
  "elements": ["C", "C", "O", "S", "S", "H", "H"],
  "xyz": [[-1.353, 1.036, -0.023], [0.742, -1.008, 0.683], [-0.996, 0.977, -1.143], [0.789, -0.892, -1.125], [1.927, 0.208, 0.278], [-2.132, 1.739, 0.311], [1.023, -2.059, 1.020]],
  "total_charge": 0,
  "e_homo_ev": [-7.911, -8.481],
  "gap_ha": [0.26294, 0.30631],
  "e_tot_ha": -948.8294,
  "de_lowest_kcal_mol": 110.2,
  "lumo_energy_ha": [-0.02780, -0.00536]
}